{"formula": "C36H85FeN12O17P", "method": "ωB97M-V with the def2-TZVPD basis set", "symbols": ["Fe", "O", "H", "P", "O", "O", "O", "O", "C", "O", "N", "C", "C", "H", "H", "H", "H", "H", "H", "H", "C", "O", "N", "C", "C", "H", "H", "H", "H", "H", "H", "H", "C", "O", "N", "C", "C", "H", "H", "H", "H", "H", "H", "H", "C", "O", "N", "C", "C", "H", "H", "H", "H", "H", "H", "H", "C", "O", "N", "C", "C", "H", "H", "H", "H", "H", "H", "H", "C", "O", "N", "C", "C", "H", "H", "H", "H", "H", "H", "H", "C", "O", "N", "C", "C", "H", "H", "H", "H", "H", "H", "H", "C", "O", "N", "C", "C", "H", "H", "H", "H", "H", "H", "H", "C", "O", "N", "C", "C", "H", "H", "H", "H", "H", "H", "H", "C", "O", "N", "C", "C", "H", "H", "H", "H", "H", "H", "H", "C", "O", "N", "C", "C", "H", "H", "H", "H", "H", "H", "H", "C", "O", "N", "C", "C", "H", "H", "H", "H", "H", "H", "H"], "xyz": [[-26.00, -14.17, -5.51], [-24.09, -13.75, -5.21], [-23.42, -14.03, -4.56], [-26.65, -16.07, -7.09], [-25.64, -17.17, -7.15], [-26.15, -14.68, -7.35], [-27.11, -15.76, -5.62], [-27.78, -16.68, -7.97], [-27.43, -11.15, -5.44], [-26.96, -12.27, -5.29], [-26.67, -10.04, -5.63], [-27.34, -8.72, -5.28], [-25.22, -10.10, -5.73], [-28.50, -10.98, -5.22], [-26.93, -8.23, -4.40], [-28.41, -8.86, -5.20], [-27.14, -8.09, -6.15], [-24.91, -9.57, -6.63], [-24.74, -9.87, -4.78], [-24.82, -11.07, -6.02], [-22.31, -13.54, -1.78], [-21.88, -14.36, -0.99], [-22.45, -12.19, -1.59], [-22.82, -11.31, -2.64], [-22.24, -11.64, -0.24], [-22.56, -13.82, -2.82], [-22.56, -11.61, -3.65], [-22.36, -10.32, -2.69], [-23.89, -11.08, -2.55], [-22.03, -12.33, 0.58], [-21.41, -10.94, -0.31], [-23.14, -11.12, 0.10], [-20.28, -10.27, -5.41], [-21.43, -9.98, -5.17], [-19.88, -11.54, -5.74], [-18.50, -11.68, -6.19], [-20.89, -12.67, -5.83], [-19.40, -9.62, -5.52], [-18.45, -11.96, -7.24], [-18.08, -12.51, -5.61], [-17.82, -10.84, -6.08], [-20.65, -13.50, -5.16], [-21.90, -12.36, -5.58], [-20.91, -12.99, -6.88], [-25.86, -14.27, -2.15], [-26.29, -14.04, -3.26], [-25.87, -15.51, -1.59], [-26.58, -16.64, -2.13], [-25.43, -15.70, -0.22], [-25.51, -13.48, -1.48], [-25.93, -17.52, -2.15], [-26.96, -16.53, -3.15], [-27.46, -16.80, -1.51], [-24.64, -15.01, 0.05], [-26.25, -15.78, 0.49], [-25.00, -16.70, -0.24], [-29.63, -16.81, -3.85], [-30.04, -17.95, -3.72], [-30.26, -15.70, -3.37], [-31.59, -15.80, -2.66], [-29.65, -14.36, -3.38], [-28.62, -16.63, -4.24], [-31.58, -15.05, -1.87], [-31.79, -16.81, -2.30], [-32.48, -15.59, -3.26], [-29.60, -13.85, -2.42], [-28.64, -14.33, -3.80], [-30.08, -13.64, -4.07], [-16.60, -17.08, -6.10], [-15.82, -16.36, -5.54], [-17.75, -16.70, -6.64], [-18.49, -17.62, -7.58], [-18.27, -15.33, -6.66], [-16.32, -18.13, -6.25], [-17.99, -18.58, -7.69], [-18.39, -17.24, -8.59], [-19.48, -17.91, -7.22], [-17.57, -14.56, -6.32], [-18.41, -15.12, -7.72], [-19.21, -15.27, -6.12], [-16.87, -13.77, -2.79], [-16.09, -12.91, -2.51], [-18.14, -13.76, -2.57], [-18.94, -14.94, -2.81], [-18.84, -12.63, -2.00], [-16.52, -14.69, -3.29], [-19.00, -15.56, -1.92], [-18.46, -15.61, -3.52], [-19.98, -14.75, -3.08], [-18.14, -11.90, -1.59], [-19.62, -12.20, -2.63], [-19.54, -13.02, -1.26], [-27.20, -10.44, 0.46], [-26.26, -9.74, 0.75], [-27.40, -10.86, -0.81], [-26.66, -10.27, -1.96], [-28.54, -11.78, -1.10], [-27.97, -10.81, 1.15], [-25.81, -9.68, -1.62], [-27.29, -9.65, -2.59], [-26.39, -11.05, -2.67], [-29.36, -11.26, -1.62], [-28.15, -12.42, -1.89], [-28.98, -12.30, -0.25], [-27.36, -11.05, -11.43], [-28.27, -11.82, -11.82], [-26.47, -11.19, -10.36], [-25.41, -10.22, -10.07], [-26.78, -12.20, -9.29], [-27.12, -10.17, -12.04], [-25.18, -9.64, -10.97], [-24.46, -10.74, -9.94], [-25.69, -9.55, -9.26], [-25.87, -12.50, -8.78], [-27.44, -11.80, -8.53], [-27.08, -13.12, -9.80], [-23.10, -13.62, -8.82], [-23.00, -12.79, -9.69], [-22.29, -14.73, -8.65], [-22.61, -15.77, -7.66], [-21.13, -14.94, -9.41], [-23.97, -13.62, -8.15], [-23.30, -15.33, -6.94], [-21.70, -16.12, -7.19], [-23.09, -16.61, -8.17], [-21.32, -15.72, -10.14], [-20.88, -13.98, -9.86], [-20.21, -15.12, -8.84], [-22.03, -8.53, -10.39], [-22.89, -7.66, -10.53], [-21.66, -9.12, -9.27], [-20.58, -10.06, -9.29], [-22.37, -8.95, -8.00], [-21.37, -8.80, -11.23], [-20.13, -10.21, -10.27], [-20.85, -11.02, -8.86], [-19.73, -9.63, -8.77], [-21.77, -8.57, -7.17], [-23.33, -8.43, -8.04], [-22.62, -9.99, -7.77], [-25.09, -19.11, -4.14], [-25.28, -20.22, -3.61], [-24.04, -18.23, -3.72], [-23.91, -16.94, -4.35], [-23.22, -18.46, -2.57], [-25.55, -18.78, -5.08], [-22.86, -16.65, -4.48], [-24.38, -16.24, -3.66], [-24.47, -16.82, -5.27], [-22.21, -18.07, -2.71], [-23.73, -17.93, -1.77], [-23.15, -19.53, -2.36]], "charge": -2, "homo_ev": [-0.19, -0.19], "homo_lumo_gap_ev": [3.4, 3.4], "spin_multiplicity": 5, "lumo_ev": [3.2, 3.2]}

***

{"formula": "C36H86N2O8", "method": "ωB97M-V with the def2-TZVPD basis set", "symbols": ["C", "C", "C", "C", "C", "C", "N", "O", "C", "C", "C", "H", "H", "H", "H", "H", "H", "H", "H", "H", "H", "H", "H", "H", "H", "H", "H", "H", "H", "H", "C", "C", "C", "C", "C", "C", "N", "O", "C", "C", "C", "H", "H", "H", "H", "H", "H", "H", "H", "H", "H", "H", "H", "H", "H", "H", "H", "H", "H", "H", "C", "C", "C", "O", "H", "H", "H", "H", "H", "H", "H", "H", "C", "C", "C", "O", "H", "H", "H", "H", "H", "H", "H", "H", "C", "C", "C", "O", "H", "H", "H", "H", "H", "H", "H", "H", "C", "C", "C", "O", "H", "H", "H", "H", "H", "H", "H", "H", "C", "C", "C", "O", "H", "H", "H", "H", "H", "H", "H", "H", "C", "C", "C", "O", "H", "H", "H", "H", "H", "H", "H", "H"], "xyz": [[3.84, -3.42, -4.70], [4.81, -3.09, -3.65], [6.21, -2.60, -4.14], [6.19, -1.13, -4.60], [5.91, -0.29, -3.35], [4.53, -0.65, -2.69], [4.38, -2.17, -2.55], [3.16, -2.45, -2.06], [4.69, -0.08, -1.25], [3.37, 0.05, -3.39], [5.04, -4.48, -2.99], [2.89, -3.85, -4.39], [4.34, -4.04, -5.45], [3.59, -2.48, -5.20], [7.00, -2.68, -3.40], [6.37, -3.14, -5.07], [5.51, -0.95, -5.43], [7.19, -0.87, -4.95], [5.91, 0.76, -3.64], [6.76, -0.48, -2.69], [3.95, -0.59, -0.63], [5.63, -0.31, -0.76], [4.52, 1.00, -1.19], [3.25, -0.25, -4.43], [2.38, -0.08, -2.96], [3.38, 1.14, -3.45], [5.62, -5.20, -3.57], [4.22, -4.94, -2.44], [5.81, -4.29, -2.24], [3.42, -3.01, -1.32], [-2.02, -2.00, 4.72], [-2.76, -1.31, 3.61], [-3.93, -2.24, 3.36], [-5.27, -1.60, 2.72], [-5.67, -0.35, 3.51], [-4.46, 0.68, 3.67], [-3.21, 0.02, 4.11], [-2.13, 0.89, 4.06], [-4.14, 1.45, 2.35], [-4.88, 1.62, 4.84], [-1.81, -1.31, 2.45], [-1.73, -3.03, 4.51], [-2.62, -1.97, 5.63], [-1.21, -1.38, 5.10], [-3.61, -3.05, 2.71], [-4.19, -2.78, 4.27], [-5.98, -2.43, 2.72], [-5.16, -1.37, 1.66], [-6.19, -0.62, 4.43], [-6.45, -0.01, 2.83], [-5.06, 1.90, 1.98], [-3.57, 2.34, 2.61], [-3.77, 0.81, 1.56], [-5.14, 0.97, 5.67], [-4.00, 2.19, 5.17], [-5.70, 2.31, 4.65], [-2.20, -0.84, 1.55], [-1.67, -2.32, 2.07], [-0.80, -0.99, 2.72], [-1.89, 1.05, 4.97], [1.08, 0.50, 0.08], [0.18, 1.45, -0.69], [0.79, 2.83, -0.97], [-0.02, 0.89, -1.95], [0.44, -0.33, 0.39], [1.50, 1.00, 0.95], [1.99, 0.05, -0.31], [-0.72, 1.56, -0.08], [0.92, 3.37, -0.03], [0.15, 3.42, -1.63], [1.74, 2.92, -1.51], [-0.13, -0.06, -1.88], [-2.25, -1.77, -1.27], [-0.99, -2.54, -1.50], [-1.27, -4.02, -1.88], [-0.39, -1.85, -2.60], [-2.00, -0.73, -1.03], [-2.82, -2.12, -0.41], [-2.90, -1.92, -2.13], [-0.33, -2.52, -0.62], [-2.05, -4.18, -2.63], [-1.49, -4.65, -1.02], [-0.39, -4.35, -2.43], [0.31, -2.33, -3.06], [1.16, -3.63, 1.26], [2.49, -3.43, 1.98], [3.34, -2.25, 1.51], [2.30, -3.40, 3.33], [0.65, -4.54, 1.56], [1.35, -3.70, 0.19], [0.47, -2.79, 1.42], [3.04, -4.34, 1.76], [4.36, -2.17, 1.87], [2.84, -1.34, 1.84], [3.31, -2.20, 0.42], [2.41, -4.27, 3.73], [0.41, 2.87, 3.61], [1.27, 2.19, 4.66], [2.05, 3.21, 5.51], [0.57, 1.31, 5.49], [0.09, 2.30, 2.74], [0.89, 3.72, 3.13], [-0.43, 3.31, 4.15], [2.02, 1.53, 4.22], [2.81, 3.76, 4.96], [2.51, 2.67, 6.33], [1.47, 4.02, 5.94], [1.15, 0.54, 5.52], [-1.72, 1.10, -4.58], [-1.90, 2.59, -4.50], [-3.32, 2.99, -5.00], [-1.80, 3.05, -3.15], [-0.68, 0.80, -4.76], [-2.18, 0.88, -5.54], [-2.05, 0.55, -3.70], [-1.19, 3.04, -5.19], [-4.06, 2.44, -4.42], [-3.54, 2.63, -6.01], [-3.52, 4.06, -4.91], [-1.20, 2.43, -2.72], [-3.74, 6.51, 0.33], [-3.10, 5.50, -0.57], [-2.83, 4.14, 0.11], [-4.06, 5.29, -1.55], [-3.02, 6.62, 1.13], [-4.66, 6.19, 0.83], [-3.85, 7.41, -0.27], [-2.18, 5.88, -1.03], [-2.42, 3.35, -0.52], [-3.64, 3.69, 0.68], [-2.04, 4.29, 0.85], [-3.83, 4.51, -2.05]], "charge": -1, "homo_ev": [0.53, -6.23], "homo_lumo_gap_ev": [1.8, 8.5], "spin_multiplicity": 2, "lumo_ev": [2.3, 2.3]}